2 unconnected molecules or ions with the total composition C3H7OS at a distorted geometry. Source: OMol25; level of theory: ωB97M-V/def2-TZVPD.

```
12
Properties=species:S:1:pos:R:3:forces:R:3
C -0.06644 2.86531 1.20687 -3.726 -0.148 -1.164
S -0.45685 1.08591 0.80670 0.164 0.861 -0.159
H -0.39991 3.65029 0.48828 1.132 -0.766 -0.647
H 0.87544 2.96631 1.58819 2.623 0.515 0.556
H -0.75698 3.24194 1.94562 -0.250 -0.474 1.205
C 0.52881 -2.92673 -0.77810 1.089 -0.783 -0.865
C -0.14583 -1.78783 -0.70287 -0.231 1.141 -1.098
O -0.40894 -0.95751 -1.81212 -0.231 0.139 2.269
H 1.06434 -3.22064 0.14664 -0.978 -0.468 -0.623
H 0.79719 -3.40825 -1.76612 -0.002 0.822 1.275
H -0.52070 -1.48568 0.27919 0.362 0.636 -0.431
H -0.51013 -0.02310 -1.40227 0.047 -1.475 -0.319
```
Forces are in eV/Å.

charge: -1
E_tot: -16106.62267 eV
multiplicity: 1
highest occupied orbital energy: -2.76 eV
lowest unoccupied orbital energy: 4.18 eV
ΔE to the lowest compared entry with this formula, charge and spin: 38.2 kcal/mol